Record 1
Molecular formula: C24H50N3O7S3
Method: DFT, wB97M-V/def2-TZVPD

```
! wB97M-V def2-TZVPD RIJCOSX def2/J DEFGRID3
* xyz 1 1
H 2.45 -6.40 1.95
H -0.54 -5.21 4.60
C -3.24 -2.92 0.90
H 1.36 1.26 -3.84
C -2.92 5.78 -1.56
H 3.27 7.47 -4.96
H 5.42 4.92 -2.36
C 1.05 1.30 -1.10
O 3.34 6.93 -0.66
H 1.19 -1.09 -3.55
C -1.25 -1.90 1.36
H -0.59 -1.09 1.07
C 2.51 6.56 -3.14
H 0.59 -4.88 1.27
H -2.67 -6.67 3.27
C 3.29 -3.37 2.68
S 3.37 5.94 -1.70
H 0.44 -7.23 2.65
H 2.30 2.75 -2.13
H -0.97 -6.37 2.02
C 2.16 0.85 -3.22
C -0.73 -6.20 4.16
H -3.20 -4.85 2.26
H -4.76 -3.12 -0.52
C -3.03 -5.46 5.06
H 3.08 0.89 -3.81
C 2.27 1.68 -1.93
H -2.81 6.80 -1.94
H -3.42 5.83 -0.60
H 2.41 -3.07 3.24
H 2.72 -1.18 -2.64
H -4.61 -4.35 4.09
H 1.15 1.55 -0.05
H -0.79 5.75 -1.02
H -2.98 3.72 -4.24
H 2.55 -5.56 3.49
H -1.79 -4.14 2.99
H -3.91 -5.98 5.46
H 3.60 -2.51 2.07
C 5.01 5.92 -2.44
H -1.61 4.17 -0.90
C -2.88 -4.05 2.92
O 3.03 -4.46 1.83
N -4.21 -3.56 0.20
C -1.56 5.11 -1.45
H 1.70 7.20 -2.82
C 2.24 -5.45 2.44
C -2.26 -1.63 2.44
O 1.72 -1.10 -0.23
C -3.54 -4.24 4.27
H 4.66 5.51 -4.53
C -0.15 -6.32 2.74
S 0.94 -0.47 -1.27
N -2.14 -2.44 0.32
H -2.36 -7.44 4.78
H -3.46 -3.32 4.86
H 4.08 -3.59 3.40
C 4.83 6.38 -3.89
C -2.24 -6.50 4.25
H 3.19 1.41 -1.40
O -0.45 -0.86 -1.46
C 3.59 7.28 -3.94
N -3.26 -2.73 2.28
H -1.92 -1.40 3.44
H -2.88 5.47 -4.52
H 5.63 6.61 -1.87
C 0.76 -5.14 2.32
S -1.12 4.71 -3.14
H -0.56 -2.71 1.63
H 5.72 6.89 -4.26
H -4.00 3.99 -2.12
O -0.55 3.39 -3.19
H 0.14 1.73 -1.51
C 1.83 -0.59 -2.83
C -2.80 4.68 -3.78
H 0.50 -4.27 2.93
H -2.17 -1.99 -0.59
H -2.81 -0.74 2.14
H -2.45 -5.14 5.93
H -4.37 -4.54 0.36
O -0.43 5.84 -3.71
H -0.20 -6.90 4.80
C -3.72 4.94 -2.58
H 2.12 5.70 -3.68
H 3.82 8.24 -3.47
O 2.94 4.58 -1.44
H -4.63 5.44 -2.88
*
```

Output
E_HOMO	-11.507	eV

---

Record 2
Molecular formula: C8H19O4
Method: DFT, wB97M-V/def2-TZVPD

```
! wB97M-V def2-TZVPD RIJCOSX def2/J DEFGRID3
* xyz 0 2
H 0.89 2.23 -1.49
C 2.08 -1.07 2.36
C 2.89 -2.60 0.77
H 3.12 -1.81 0.04
H 2.70 -0.35 1.79
H -1.80 -0.93 -2.76
H -4.71 -1.04 -1.92
H 2.59 -3.50 0.22
H 1.84 2.90 1.30
O -0.12 0.44 -1.37
O 1.83 -2.23 1.61
C -2.28 -0.06 -2.28
H -3.03 0.35 -2.99
H -3.49 -2.34 -1.67
C 0.81 -0.42 2.76
O 0.25 1.82 0.54
H 3.81 -2.81 1.35
H 0.81 3.82 0.17
H 0.85 0.32 3.56
C -1.26 1.01 -2.00
H -4.33 -1.62 -0.26
H -1.70 1.78 -1.35
C -3.90 -1.41 -1.25
H 1.72 0.85 -0.68
H -0.95 1.48 -2.95
H 2.70 -1.34 3.25
C 0.80 3.04 0.96
O -2.90 -0.44 -1.08
H -0.13 -0.86 2.42
H 0.16 3.43 1.77
C 0.75 1.35 -0.83
*
```

Output
<S²>	0.7537
E_HOMO (alpha / beta)	-7.608 / -9.661	eV
energy relative to the best compared isomer or geometry (same formula, charge and spin)	4.9	kcal/mol

---

Record 3
Molecular formula: C29H77N4NaO12
Method: DFT, wB97M-V/def2-TZVPD

```
! wB97M-V def2-TZVPD RIJCOSX def2/J DEFGRID3
* xyz 0 1
H 5.47 2.84 5.74
H 1.17 -1.88 4.55
H -2.84 -1.90 2.63
H 2.14 -3.39 -1.50
H -3.79 5.02 0.53
C -5.77 3.51 1.69
O -1.75 -2.54 0.18
H 0.12 2.98 4.87
H -1.77 -8.25 2.35
O 2.22 -2.20 2.78
C 1.81 -1.38 3.82
C -0.97 -2.30 -7.17
H -0.16 -2.46 1.44
H 0.19 3.70 2.87
H 2.54 -1.61 2.09
H 1.41 -0.79 -0.66
O 3.15 -0.42 0.46
C -5.73 2.02 1.20
C 0.13 -0.73 -5.63
C -0.96 -4.55 3.32
C -1.38 2.07 1.09
H -6.56 3.65 2.42
H -2.10 4.98 2.46
H -0.69 -3.15 -6.54
H -4.11 3.04 2.63
H -0.27 1.41 -5.46
H -2.32 -4.22 1.90
H -4.33 -0.14 0.91
H 1.21 -0.58 3.38
O -0.35 -3.31 -9.33
C 4.46 2.92 6.15
C -1.03 -2.15 -0.91
H 1.06 -0.72 -6.19
C -1.94 -2.50 2.70
H 0.91 0.76 -4.27
H 2.58 -0.93 4.45
H 0.52 5.58 -0.73
H 0.26 -2.25 -10.99
H -6.02 -0.39 1.30
H 4.75 2.45 -1.22
H -0.83 1.22 1.51
H 5.89 1.08 -1.49
O 3.81 -4.16 -0.52
O -1.21 0.46 -3.93
O -5.13 1.22 2.19
H -0.74 -4.29 4.35
C -1.04 -6.05 3.16
H -1.35 -8.06 0.67
H 3.11 3.33 2.70
C 0.94 4.60 -0.95
O 3.43 2.66 5.16
C -1.03 -7.81 1.68
N 1.11 3.66 3.29
H -0.27 -6.55 3.75
H -6.80 1.82 1.07
C -0.10 -2.20 -8.46
H -2.00 2.36 -3.86
O 0.96 3.88 0.25
H -1.09 -0.93 1.38
H -1.46 -2.47 -1.86
H 0.30 -1.58 -4.97
H -1.35 4.98 1.07
H 4.51 0.83 0.35
H 2.43 0.86 -2.06
H 0.27 4.14 -1.68
H 2.00 5.24 1.37
H 0.93 -2.13 -8.12
C 1.09 2.81 4.42
C 2.16 3.26 5.45
C -1.52 1.68 -3.16
H -0.63 2.11 -2.68
H -1.45 -2.10 3.59
H 1.15 1.74 4.22
C 2.44 -4.04 -0.67
Na 4.94 -1.92 -0.44
H 0.00 -3.99 -11.23
C 0.38 -3.24 -10.54
H -0.07 -8.30 1.85
C 2.09 3.24 2.31
H -5.17 2.01 0.27
H -1.90 -0.80 -5.96
H -2.01 -6.34 3.57
H -2.23 1.40 -2.38
H 4.46 2.13 6.91
H -5.99 4.16 0.85
H 2.51 1.97 -0.64
H 1.43 -3.46 -10.37
C 1.96 -0.01 -0.12
H -2.38 1.65 0.97
H 4.01 -4.67 0.27
H 2.95 4.03 0.55
H -0.32 -1.26 -8.98
H 2.28 4.34 5.52
H 0.99 1.56 -1.26
H -1.95 -2.52 -7.58
H -0.20 -4.22 2.61
C 5.60 1.89 -0.82
N -4.42 3.90 2.20
H 1.89 4.79 -1.44
O 5.27 1.40 0.47
N -1.05 -0.98 -6.46
H -3.54 3.35 0.33
H 6.39 2.65 -0.81
H -0.98 -1.06 -0.94
C -5.06 -0.11 1.73
H 1.25 0.23 0.68
O -0.94 -6.38 1.81
C -1.16 -2.02 1.41
H 1.92 2.97 6.47
C 2.04 4.18 1.14
H 4.42 3.89 6.63
C -3.50 4.13 1.09
C -0.05 0.60 -4.76
C 1.99 1.14 -1.11
C -2.04 4.32 1.60
O -1.44 3.12 2.03
H -0.02 -2.55 -0.80
H -1.00 2.30 0.09
H -4.81 -0.88 2.46
H 1.91 2.22 1.97
N -2.25 -3.93 2.87
H 1.99 -5.03 -0.78
H 1.99 -3.60 0.22
*
```

Output
E_HOMO	-7.927	eV
energy relative to the best compared isomer or geometry (same formula, charge and spin)	58.0	kcal/mol

---

Record 4
Molecular formula: C33H26N6O5Ti
Method: DFT, wB97M-V/def2-TZVPD

```
! wB97M-V def2-TZVPD RIJCOSX def2/J DEFGRID3
* xyz 0 1
N 0.53 1.35 -0.35
C 1.60 -2.05 -0.72
N 0.55 -1.46 1.33
H 3.06 -3.55 3.37
C -0.84 2.20 3.45
C 2.35 -2.97 2.80
H -5.17 -0.65 -2.42
C 2.69 1.38 -1.49
H 5.77 0.59 -0.29
C -2.25 2.61 3.10
N -2.16 -1.39 -1.06
C 0.65 -1.23 -2.64
H -0.38 -0.98 3.07
C 3.49 -3.61 0.66
C 0.44 -1.54 2.64
H 1.57 -1.78 -4.51
C -3.27 -0.04 1.68
C -3.35 -3.41 -1.58
C 0.51 3.76 -0.96
O -4.08 -0.91 1.89
H 4.63 1.25 -2.39
C -2.16 3.39 -1.73
H -2.16 5.48 -2.17
C -0.25 4.82 -1.43
N -3.05 0.68 -1.62
H 0.38 2.41 4.86
H 1.21 -2.32 4.49
H -0.14 -0.62 -3.08
C 2.58 -2.75 -1.42
N 0.65 -1.32 -1.33
Ti -0.75 -0.19 -0.02
C 4.70 0.78 -0.29
C 2.57 -2.64 -2.82
O -1.99 -0.23 1.49
C -4.37 -1.28 -2.06
H 2.19 1.66 -2.40
C -0.07 2.49 -0.86
C -1.41 2.32 -1.27
H -3.38 -4.48 -1.56
O -0.53 2.68 4.68
C 4.06 1.15 -1.47
H -1.43 -3.29 -0.67
C 1.60 -1.88 -3.43
N -1.83 1.00 -1.12
C -2.27 -2.74 -1.09
C 3.96 0.67 0.87
H 4.31 -4.05 -1.24
C -4.44 -2.63 -2.06
C 1.34 -2.29 3.42
H -4.12 1.60 0.65
H -3.19 3.21 -2.02
H 4.45 0.41 1.80
H 1.53 3.91 -0.64
H -2.32 3.69 3.29
C 2.47 -2.92 1.40
C 3.54 -3.53 -0.69
C 1.93 1.25 -0.32
O -2.62 2.34 1.78
H -5.33 -3.13 -2.43
H -4.47 1.60 2.39
O -0.06 1.57 2.80
C -3.69 1.43 1.64
H 2.01 0.87 1.78
C 2.59 0.92 0.87
H -2.91 2.12 3.83
H 3.32 -3.16 -3.41
H 0.20 5.80 -1.50
H 4.22 -4.19 1.21
C 1.53 -2.14 0.71
C -3.19 -0.64 -1.57
C -1.58 4.64 -1.81
*
```

Output
E_HOMO (alpha / beta)	-6.148 / -6.641	eV
energy relative to the best compared isomer or geometry (same formula, charge and spin)	0.0	kcal/mol

---

Calculated energy (eV), listed in the same order as above: -76999.8760 -16789.6449 -66260.2046 -76940.7068